{"formula": "C66H151N9O14", "method": "ωB97M-V with the def2-TZVPD basis set", "charge": 0, "de_lowest_kj_mol": 331.7, "multiplicity": 1, "largest_force_ev_per_a": 3.59, "homo_ev": -7.81, "gap_ev": 8.405, "smiles": "CC1(C)CCCC(C)(C)N1O.CC1(C)CCCC(C)(C)N1O.CC1(C)CCCC(C)(C)N1O.CC1(C)CCCC(C)(C)N1O.COCCNCCOC.COCCNCCOC.COCCNCCOC.COCCNCCOC.COCCNCCOC", "e_lumo_ha": 0.022, "e_tot_ha": -4150.88030, "symbols": ["C", "C", "C", "C", "C", "C", "N", "O", "C", "C", "C", "H", "H", "H", "H", "H", "H", "H", "H", "H", "H", "H", "H", "H", "H", "H", "H", "H", "H", "H", "C", "C", "C", "C", "C", "C", "N", "O", "C", "C", "C", "H", "H", "H", "H", "H", "H", "H", "H", "H", "H", "H", "H", "H", "H", "H", "H", "H", "H", "H", "C", "C", "C", "C", "C", "C", "N", "O", "C", "C", "C", "H", "H", "H", "H", "H", "H", "H", "H", "H", "H", "H", "H", "H", "H", "H", "H", "H", "H", "H", "C", "C", "C", "C", "C", "C", "N", "O", "C", "C", "C", "H", "H", "H", "H", "H", "H", "H", "H", "H", "H", "H", "H", "H", "H", "H", "H", "H", "H", "H", "C", "O", "C", "C", "N", "C", "C", "O", "C", "H", "H", "H", "H", "H", "H", "H", "H", "H", "H", "H", "H", "H", "H", "H", "C", "O", "C", "C", "N", "C", "C", "O", "C", "H", "H", "H", "H", "H", "H", "H", "H", "H", "H", "H", "H", "H", "H", "H", "C", "O", "C", "C", "N", "C", "C", "O", "C", "H", "H", "H", "H", "H", "H", "H", "H", "H", "H", "H", "H", "H", "H", "H", "C", "O", "C", "C", "N", "C", "C", "O", "C", "H", "H", "H", "H", "H", "H", "H", "H", "H", "H", "H", "H", "H", "H", "H", "C", "O", "C", "C", "N", "C", "C", "O", "C", "H", "H", "H", "H", "H", "H", "H", "H", "H", "H", "H", "H", "H", "H", "H"], "xyz": [[11.5761, 13.3919, 23.7617], [12.9459, 12.7203, 23.7285], [13.0105, 12.1017, 22.2956], [14.4146, 11.5733, 21.9508], [15.5074, 12.6617, 22.1799], [15.4784, 13.5362, 23.5547], [14.0425, 13.6279, 24.0262], [13.8982, 14.3345, 25.2322], [16.3774, 12.9104, 24.6216], [16.0654, 14.9119, 23.0989], [12.8723, 11.5825, 24.7386], [11.1439, 13.5082, 24.7555], [10.8567, 12.7061, 23.3142], [11.5200, 14.3497, 23.2444], [12.3366, 11.2545, 22.1687], [12.5610, 12.8336, 21.6244], [14.4742, 11.1810, 20.9356], [14.5577, 10.7117, 22.6030], [15.6766, 13.2679, 21.2899], [16.3671, 12.0047, 22.0484], [17.4430, 13.1137, 24.5156], [16.0807, 13.4082, 25.5447], [16.2210, 11.8397, 24.7532], [17.0823, 14.7835, 22.7283], [15.4712, 15.4663, 22.3725], [16.1814, 15.5898, 23.9446], [12.2389, 11.9106, 25.5627], [13.8912, 11.2953, 24.9986], [12.3728, 10.7106, 24.3162], [13.7817, 15.2365, 24.9248], [18.3653, 17.3308, 19.0780], [18.4600, 15.9617, 18.3131], [17.3573, 14.9750, 18.7177], [15.9749, 15.3965, 18.2032], [15.9471, 15.4660, 16.6874], [17.1502, 16.4140, 16.1864], [18.4074, 16.0650, 16.8385], [19.4539, 16.9362, 16.3796], [17.2366, 16.1036, 14.6621], [16.7040, 17.8816, 16.3010], [19.8549, 15.3146, 18.6734], [18.8668, 17.3622, 20.0453], [17.3369, 17.6838, 19.1548], [18.8723, 18.1588, 18.5823], [17.5448, 14.0046, 18.2582], [17.3637, 14.9669, 19.8077], [15.6067, 16.3372, 18.6127], [15.2243, 14.6825, 18.5422], [15.0283, 15.8617, 16.2547], [15.9771, 14.4593, 16.2706], [17.8740, 16.8191, 14.1426], [17.6847, 15.1102, 14.6383], [16.2591, 16.0261, 14.1859], [16.3094, 18.2253, 17.2571], [17.5663, 18.5012, 16.0547], [16.0084, 18.1476, 15.5051], [20.6833, 16.0003, 18.4952], [20.0534, 14.4831, 17.9971], [19.7946, 14.9257, 19.6898], [19.8583, 16.4998, 15.6262], [22.8254, 17.9525, 15.6544], [22.6418, 19.4496, 15.4706], [22.9469, 19.8408, 14.0774], [22.4374, 21.2115, 13.6266], [21.0012, 21.4681, 13.9583], [20.5578, 21.0506, 15.3710], [21.1697, 19.7656, 15.8098], [20.8770, 19.3631, 17.1183], [20.8545, 22.2132, 16.3085], [19.0545, 20.8995, 15.3824], [23.5939, 20.1807, 16.3850], [23.8024, 17.6462, 15.2806], [22.2259, 17.2691, 15.0529], [22.6819, 17.7100, 16.7073], [24.0195, 19.7795, 13.8932], [22.5887, 19.0824, 13.3813], [22.4579, 21.3342, 12.5437], [23.1059, 22.0134, 13.9399], [20.2612, 21.0647, 13.2671], [20.8374, 22.5438, 13.8932], [20.2805, 23.1004, 16.0413], [20.5235, 21.9738, 17.3191], [21.9198, 22.4346, 16.3732], [18.5857, 20.2837, 14.6148], [18.6371, 20.6454, 16.3568], [18.4983, 21.8272, 15.2474], [23.3363, 20.0541, 17.4365], [23.6049, 21.2584, 16.2222], [24.5822, 19.7301, 16.2937], [20.3796, 18.5614, 16.9411], [12.8810, 15.7739, 20.2864], [12.2314, 17.0353, 19.6584], [10.6616, 17.0296, 19.7980], [10.0533, 17.3489, 21.2374], [10.6735, 18.6102, 21.6501], [12.2509, 18.5919, 21.6475], [12.6624, 18.3156, 20.2563], [13.9712, 18.6382, 19.9439], [12.6439, 20.0549, 21.9010], [12.9742, 17.5870, 22.6677], [12.5049, 17.0530, 18.1359], [13.7747, 16.0784, 20.8311], [13.1781, 15.0332, 19.5440], [12.1951, 15.1948, 20.9047], [10.1643, 17.6176, 19.0267], [10.2993, 16.0433, 19.5081], [10.2188, 16.4850, 21.8812], [8.9806, 17.4409, 21.0671], [10.4095, 18.7621, 22.6967], [10.2484, 19.3899, 21.0180], [13.7168, 20.2249, 21.9910], [12.2084, 20.7193, 21.1546], [12.1724, 20.3255, 22.8458], [14.0553, 17.6117, 22.5305], [12.8855, 18.0718, 23.6400], [12.4814, 16.6158, 22.7105], [13.5429, 16.9843, 17.8103], [12.1333, 17.9703, 17.6793], [12.0618, 16.2979, 17.4867], [13.8122, 19.1863, 19.1720], [11.2196, 18.1951, 14.8433], [11.6642, 17.1915, 14.0012], [12.7142, 16.4429, 14.4026], [13.0914, 15.3089, 13.4441], [13.4893, 15.8183, 12.0669], [13.7419, 14.7821, 11.1606], [15.2500, 14.6548, 10.8307], [15.3934, 13.6552, 9.8813], [16.7083, 13.3457, 9.4456], [11.9952, 18.8963, 15.1513], [10.8986, 17.7591, 15.7893], [10.4901, 18.8157, 14.3229], [12.3768, 16.0512, 15.3622], [13.5805, 17.0803, 14.5797], [12.2702, 14.5973, 13.3576], [13.8613, 14.6802, 13.8914], [12.6611, 16.3138, 11.7691], [13.2980, 15.0882, 10.2133], [13.3393, 13.7951, 11.3886], [15.7773, 14.4050, 11.7514], [15.7310, 15.5641, 10.4703], [17.3122, 12.8085, 10.1770], [17.2472, 14.2452, 9.1480], [16.6571, 12.7708, 8.5209], [20.4857, 10.2895, 16.5647], [19.1754, 10.1894, 17.2356], [18.7630, 11.3815, 17.9093], [17.6222, 11.2219, 18.9371], [16.2982, 10.8494, 18.3978], [15.5559, 12.0279, 17.8713], [14.2210, 11.6101, 17.2110], [14.4192, 11.4610, 15.7935], [13.2324, 11.1362, 15.0431], [20.3778, 11.0126, 15.7561], [20.9077, 9.4076, 16.0829], [21.2590, 10.6332, 17.2516], [18.5633, 12.1216, 17.1343], [19.6054, 11.7186, 18.5132], [17.5987, 12.1172, 19.5584], [17.8940, 10.4549, 19.6623], [16.5502, 10.1853, 17.6798], [16.1423, 12.5742, 17.1325], [15.2905, 12.7052, 18.6830], [13.6468, 12.5359, 17.2459], [13.6329, 10.7753, 17.5920], [13.4789, 10.9724, 13.9941], [12.5009, 11.9441, 15.0629], [12.6692, 10.2251, 15.2451], [17.3121, 23.3265, 18.4990], [16.9772, 21.9582, 18.6414], [15.9967, 21.4634, 19.5837], [14.6169, 21.6274, 18.9156], [14.2975, 20.7192, 17.8276], [13.2078, 21.1809, 17.0209], [11.8287, 21.1731, 17.6649], [10.8333, 21.0369, 16.7065], [9.6450, 20.2718, 17.0422], [17.5721, 23.8132, 19.4390], [16.5379, 23.8264, 17.9170], [18.2169, 23.4869, 17.9127], [16.0460, 21.9094, 20.5771], [16.1528, 20.4183, 19.8510], [14.4556, 22.6687, 18.6367], [13.8757, 21.3164, 19.6519], [15.1538, 20.7619, 17.2938], [13.0299, 20.6253, 16.1002], [13.4082, 22.1939, 16.6719], [11.7863, 22.0742, 18.2767], [11.8593, 20.4063, 18.4390], [9.2814, 20.7641, 17.9442], [10.0819, 19.3020, 17.2802], [8.8658, 20.2168, 16.2821], [20.4141, 8.6450, 20.2064], [20.3058, 9.9294, 20.8254], [21.6034, 10.4832, 20.9837], [21.4451, 11.8240, 21.6356], [22.7760, 12.4382, 21.6085], [22.9704, 13.5734, 22.4698], [22.4314, 14.8029, 21.7437], [23.0375, 14.9957, 20.4747], [23.0469, 16.3719, 20.0480], [20.7010, 7.9421, 20.9886], [21.0286, 8.7250, 19.3097], [19.4329, 8.3738, 19.8169], [22.0520, 10.6321, 20.0016], [22.2747, 9.7816, 21.4788], [21.0685, 11.6629, 22.6458], [20.6794, 12.3635, 21.0782], [22.8221, 12.8578, 20.6910], [24.0477, 13.6934, 22.5839], [22.5868, 13.3380, 23.4625], [22.7514, 15.6727, 22.3173], [21.3497, 14.9097, 21.8245], [23.5990, 17.0074, 20.7404], [22.0130, 16.7016, 20.1507], [23.3474, 16.6214, 19.0304], [20.0530, 16.2183, 12.2108], [20.2483, 15.8035, 13.5045], [20.5736, 14.4052, 13.6226], [20.9261, 14.1081, 15.0733], [22.3516, 13.7878, 15.3792], [22.6450, 13.9021, 16.8244], [24.1405, 14.0423, 16.9920], [24.6873, 15.1693, 16.3692], [26.1272, 15.1017, 16.5476], [19.7717, 17.2627, 12.3454], [19.4240, 15.6213, 11.5504], [21.0320, 16.2258, 11.7315], [21.3714, 14.1775, 12.9156], [19.6474, 13.8808, 13.3872], [20.4460, 13.1890, 15.4094], [20.4172, 14.8480, 15.6912], [22.8662, 14.5038, 14.8865], [22.3950, 12.9813, 17.3513], [22.2675, 14.7792, 17.3500], [24.6152, 13.0930, 16.7441], [24.2551, 14.2630, 18.0532], [26.4479, 15.0498, 17.5881], [26.5973, 15.9571, 16.0623], [26.5751, 14.2296, 16.0713]], "mulliken_charge": [-1.82, 1.17, -0.94, -0.89, -0.14, 1.79, 1.05, -0.59, -1.97, -1.65, -1.73, 0.38, 0.44, 0.30, 0.50, 0.06, 0.48, 0.43, -0.59, 0.31, 0.45, 0.38, 0.37, 0.40, -0.11, 0.59, 0.42, 0.28, 0.34, 0.37, -1.36, 2.54, -0.46, 0.89, -0.90, 2.65, 0.22, 2.99, -2.22, -1.62, -1.37, 0.72, -0.35, -0.20, -1.06, 0.83, 0.03, -0.32, -0.93, 0.27, 0.26, 0.51, 0.19, -0.20, -0.33, 0.77, -0.46, -0.50, 0.78, -1.02, -2.04, 2.11, -1.22, -0.97, -1.27, 1.64, 1.39, -0.78, -1.82, -2.39, -2.08, 0.72, -0.19, 0.24, 0.48, 0.37, 0.43, 0.43, 0.52, 0.31, 0.52, 0.26, 0.29, 0.40, 0.36, 0.67, 0.26, 0.39, 0.51, 0.09, -1.94, 3.29, -1.66, -0.49, -1.13, 1.13, 1.03, 0.21, -2.05, -1.25, -2.13, 0.04, 0.28, 0.19, 0.21, 0.47, 0.13, 0.51, 0.48, 0.28, 0.32, 0.22, 0.62, 0.18, 0.65, -0.07, -0.15, -0.43, 1.15, -0.08, -0.11, -0.44, 0.43, -1.15, -0.29, -0.66, -0.23, -0.37, -0.73, -0.04, 0.23, 0.31, 0.02, -0.02, 0.61, 0.41, 0.29, 0.36, 0.24, 0.15, 0.35, 0.27, 0.30, 0.27, -0.54, -0.59, 0.37, -0.56, -0.24, 1.12, -1.01, -0.31, -0.85, 0.22, 0.38, 0.07, 0.23, 0.10, -0.29, 0.54, 0.42, 0.22, -0.85, 0.21, 0.56, 0.31, 0.29, 0.32, -0.64, -0.09, -0.77, -0.10, -0.09, -1.05, 0.51, -0.45, -0.36, 0.34, 0.32, 0.06, 0.46, -0.09, 0.71, -0.25, -0.05, 0.35, 0.41, 0.42, -0.38, 0.35, -0.09, 0.27, -0.91, -0.21, -0.55, 0.12, -0.27, -0.95, -0.31, -0.26, -0.92, 0.35, 0.38, 0.23, 0.11, 0.40, 0.35, -0.13, 0.18, 0.35, 0.40, 0.53, 0.24, 0.49, 0.36, 0.12, -1.09, 0.28, -1.24, 1.97, -0.45, 1.41, -1.32, -0.13, -0.93, 0.27, 0.31, 0.32, 0.57, 0.49, -1.25, -0.85, 0.44, -0.20, -0.71, 0.54, 0.30, 0.34, 0.26, 0.35]}